# 1
# C3H3BrO

An isolated molecule of C3H3BrO (ωB97M-V with the def2-TZVPD basis set, the Open Molecules 2025 dataset).

Output
Relative energy (zero: lowest compared OMol25 entry of this formula, charge and spin) (kcal/mol): 118.35
HOMO level (Ha): -0.3256
Spin multiplicity: 1

Last column: Löwdin charge in e.
Positions of all 8 atoms, in Å:
1 C 0.256 -0.963 1.401  -0.280
2 C 0.062 -0.098 0.470  -0.224
3 C 0.074 0.440 -0.684  0.024
4 O 2.963 0.273 1.656  -0.810
5 Br 2.171 -1.089 2.227  1.057
6 H -0.426 -1.381 2.133  0.049
7 H 0.089 1.502 -1.056  0.091
8 H 0.001 -0.219 -1.588  0.093

Atoms 1-2, force components in eV/Å:
0.735 0.207 1.855
0.604 -1.275 0.948

***

# 2
# C3H3BrO2

An isolated molecule of C3H3BrO2 (ωB97M-V with the def2-TZVPD basis set, the Open Molecules 2025 dataset).

Output
Relative energy (zero: lowest compared OMol25 entry of this formula, charge and spin) (kcal/mol): 15.37
HOMO level (Ha): -0.3440
Spin multiplicity: 1
Structure (SMILES): O=C/C(Br)=C/O

Last column: Löwdin charge in e.
Positions of all 9 atoms, in Å:
1 O 1.311 -2.288 -0.042  0.009
2 C 0.391 -1.522 0.054  -0.349
3 C 0.567 -0.065 0.019  -0.602
4 Br 2.344 0.692 0.038  0.756
5 C -0.574 0.646 0.003  -0.239
6 O -0.525 1.973 -0.003  0.008
7 H -0.635 -2.052 0.183  0.150
8 H -1.477 0.159 -0.097  0.105
9 H -1.402 2.456 -0.156  0.163

Atoms 1-2, force components in eV/Å:
0.608 -0.331 -0.003
-0.162 -1.298 0.015

***

# 3
# C3H3BrO2

An isolated molecule of C3H3BrO2 (ωB97M-V with the def2-TZVPD basis set, the Open Molecules 2025 dataset).

Output
Relative energy (zero: lowest compared OMol25 entry of this formula, charge and spin) (kcal/mol): 29.01
HOMO level (Ha): -0.3853
Spin multiplicity: 1
Structure (SMILES): O=C(Br)[C@@H]1CO1

Last column: Löwdin charge in e.
Positions of all 9 atoms, in Å:
1 O 0.559 1.310 1.435  0.049
2 C 1.039 0.617 0.569  -0.744
3 Br 2.953 0.529 0.279  0.725
4 C 0.178 -0.115 -0.422  -0.321
5 C -1.265 -0.435 -0.138  -0.112
6 O -0.260 -1.369 -0.052  -0.005
7 H 0.633 -0.011 -1.414  0.133
8 H -1.722 0.048 0.736  0.111
9 H -2.114 -0.574 -0.995  0.163

Atoms 1-2, force components in eV/Å:
1.290 -1.235 -1.174
-1.762 1.784 1.851

***

# 4
# C3H3BrO2

A cluster of 2 separate species, C3H3BrO2 in total (ωB97M-V with the def2-TZVPD basis set, the Open Molecules 2025 dataset).

Output
Relative energy (zero: lowest compared OMol25 entry of this formula, charge and spin) (kcal/mol): 69.98
HOMO level (Ha): -0.3356
Spin multiplicity: 1
Structure (SMILES): O=C=CBr.C=O

Last column: Löwdin charge in e.
Positions of all 9 atoms, in Å:
1 O 1.262 -1.852 0.602  0.169
2 C 0.191 -1.409 0.418  -0.369
3 C -1.039 -1.315 0.377  -0.613
4 Br -2.074 0.166 0.045  0.793
5 H -1.827 -1.926 0.881  0.078
6 C 0.901 1.582 -0.534  -0.170
7 O 0.029 2.218 -0.011  -0.098
8 H 0.749 0.382 -0.617  0.072
9 H 1.807 2.154 -1.162  0.137

Atoms 1-2, force components in eV/Å:
-0.135 1.051 -0.579
5.440 -2.961 1.378

***

# 5
# C3H3Cl2F

An isolated molecule of C3H3Cl2F (ωB97M-V with the def2-TZVPD basis set, the Open Molecules 2025 dataset).

Output
Relative energy (zero: lowest compared OMol25 entry of this formula, charge and spin) (kcal/mol): 18.19
HOMO level (Ha): -0.3913
Spin multiplicity: 1
Structure (SMILES): F[C@]1(Cl)C[C@H]1Cl

Last column: Löwdin charge in e.
Positions of all 9 atoms, in Å:
1 F -1.677 0.071 1.226  0.070
2 C -0.546 0.222 0.612  -0.971
3 Cl 0.688 -0.863 1.287  0.667
4 C -0.164 1.609 0.139  -0.038
5 C -0.599 0.444 -0.800  -0.550
6 Cl 0.757 -0.244 -1.863  0.534
7 H -0.883 2.360 0.396  0.111
8 H 0.819 1.817 -0.018  0.063
9 H -1.557 0.340 -1.329  0.115

Atoms 1-2, force components in eV/Å:
-2.204 -0.080 1.139
3.330 -0.126 0.485

***

# 6
# C3H3Cl2F

An isolated molecule of C3H3Cl2F (ωB97M-V with the def2-TZVPD basis set, the Open Molecules 2025 dataset).

Output
Relative energy (zero: lowest compared OMol25 entry of this formula, charge and spin) (kcal/mol): 11.93
HOMO level (Ha): -0.3872
Spin multiplicity: 1
Structure (SMILES): F[C@@H]1[C@@H](Cl)[C@H]1Cl

Last column: Löwdin charge in e.
Positions of all 9 atoms, in Å:
1 F -1.913 -0.278 0.782  0.011
2 C -0.871 0.255 0.039  -0.311
3 C 0.199 -0.659 -0.533  -0.616
4 Cl 0.857 -0.394 -2.161  0.601
5 C 0.493 0.257 0.614  -0.701
6 Cl 1.457 1.687 0.546  0.656
7 H -1.087 1.122 -0.549  0.138
8 H 0.238 -1.722 -0.291  0.109
9 H 0.625 -0.269 1.553  0.112

Atoms 1-2, force components in eV/Å:
0.683 0.446 -0.669
0.376 -1.200 0.267

***

# 7
# C3H3Cl2F3

A cluster of 2 separate species, C3H3Cl2F3 in total (ωB97M-V with the def2-TZVPD basis set, the Open Molecules 2025 dataset).

Output
Relative energy (zero: lowest compared OMol25 entry of this formula, charge and spin) (kcal/mol): 117.37
HOMO level (alpha / beta) (Ha): -0.3389 / -0.3045
Spin multiplicity: 1

Last column: Löwdin charge in e.
Positions of all 11 atoms, in Å:
1 C -0.913 1.321 -0.129  -0.286
2 C 1.788 -1.043 0.486  -0.622
3 C -0.867 -0.163 -0.288  -0.682
4 F -0.148 1.640 0.903  -0.014
5 F 2.054 -1.116 -0.837  -0.061
6 F -1.739 -0.831 0.508  -0.021
7 Cl 1.435 -2.490 1.296  0.667
8 Cl -1.071 -0.659 -1.931  0.706
9 H -0.507 1.777 -1.181  0.160
10 H -1.833 1.662 0.194  0.099
11 H 1.800 -0.100 0.979  0.054

Atoms 1-2, force components in eV/Å:
1.911 -0.452 -3.650
-0.824 -0.668 -1.058

***

# 8
# C3H3Cl2N2

The ion C3H3Cl2N2 with charge +1 (ωB97M-V with the def2-TZVPD basis set, the Open Molecules 2025 dataset).

Output
Relative energy (zero: lowest compared OMol25 entry of this formula, charge and spin) (kcal/mol): 62.78
HOMO level (Ha): -0.5448
Net charge: +1
Spin multiplicity: 1
Structure (SMILES): CC([N+]#N)=C(Cl)Cl

Last column: Löwdin charge in e.
Positions of all 10 atoms, in Å:
1 C -0.088 -0.110 -0.201  -0.023
2 C -1.206 -1.057 -0.030  -0.417
3 N -0.896 -2.284 0.131  0.023
4 N -0.624 -3.324 0.383  0.427
5 C -2.571 -0.653 0.136  -1.037
6 Cl -3.749 -1.832 0.287  0.837
7 Cl -2.929 0.965 0.072  0.881
8 H 0.099 -0.124 -1.319  0.126
9 H 0.848 -0.385 0.295  0.108
10 H -0.523 0.935 -0.155  0.074

Atoms 1-2, force components in eV/Å:
-0.184 1.510 -2.958
-3.138 4.763 0.538

***

Maximum force list, top to bottom, in eV/A: 4.276 3.015 3.585 6.921 3.949 1.285 4.145 5.729